Entry from the Open Molecules 2025 dataset: a gas-phase ion, C2H8N3S (charge +1) (ωB97M-V/def2-TZVPD).

Its structure (SMILES) is C/C(N)=[NH+]/SN. For the LUMO energy, the calculation gives -0.165 hartree. The value obtained for the total energy is -17500.843 eV. For the gap between HOMO and LUMO, the calculation gives 8.481 eV. The calculation puts the energy above the lowest of the compared OMol25 structures with the same formula, charge and spin at 150.91 kJ/mol. For the HOMO energy, the calculation gives -12.974 eV.

The geometry in ORCA input format:
```
! RIJCOSX wB97M-V def2-TZVPD def2/J DEFGRID3
* xyz 1 1
H -1.427 -0.155 -1.244
H -0.483 -1.496 -1.842
N -1.928 1.312 1.925
H -2.830 1.081 2.222
H 2.321 0.252 -0.917
S -1.501 1.697 0.346
N 0.099 1.279 0.141
C 0.370 -0.221 -0.569
H -1.567 2.083 2.497
N -0.641 -0.760 -1.165
H 0.788 1.274 0.808
C 1.712 -0.631 -0.676
H 1.819 -1.473 -1.309
H 2.248 -1.084 0.159
*
```

These are the Mulliken partial charges, in e, on atoms 1 to 4: 0.160 0.298 -0.468 0.266

Entry from the Open Molecules 2025 dataset: a molecular structure, C2H8N4 (ωB97M-V/def2-TZVPD).

For the LUMO energy, the calculation gives 0.030 hartree. The value obtained for the total energy is -8161.812 eV. For the gap between HOMO and LUMO, the calculation gives 8.286 eV. The calculation puts the energy above the lowest of the compared OMol25 structures with the same formula, charge and spin at 235.38 kJ/mol. For the HOMO energy, the calculation gives -7.470 eV.

The geometry in ORCA input format:
```
! RIJCOSX wB97M-V def2-TZVPD def2/J DEFGRID3
* xyz 0 1
H -1.867 -1.407 0.192
H 1.222 1.528 -1.275
H 1.275 -1.983 0.411
H 0.608 1.266 1.249
H -0.715 0.856 -0.905
H 0.742 0.172 -2.124
N 0.649 0.690 -1.257
H 1.432 -0.064 1.820
N 1.201 -1.398 -0.416
C -2.180 -0.361 0.373
N -1.490 0.639 0.091
N 1.267 0.533 1.022
H -3.106 -0.291 0.958
C 0.960 -0.180 -0.139
*
```

These are the Mulliken partial charges, in e, on atoms 1 to 4: 0.218 0.262 0.251 0.318

Entry from the Open Molecules 2025 dataset: 2 unconnected molecules or ions with the total composition C2H8N4 (ωB97M-V/def2-TZVPD).

Its structure (SMILES) is [H]/N=C/N.[H]/N=C/N. For the LUMO energy, the calculation gives 0.035 hartree. The value obtained for the total energy is -8161.398 eV. For the gap between HOMO and LUMO, the calculation gives 9.706 eV. The calculation puts the energy above the lowest of the compared OMol25 structures with the same formula, charge and spin at 275.35 kJ/mol. For the HOMO energy, the calculation gives -8.760 eV.

The geometry in ORCA input format:
```
! RIJCOSX wB97M-V def2-TZVPD def2/J DEFGRID3
* xyz 0 1
H 1.582 -0.672 -3.217
C 0.854 -1.699 -1.352
H 0.966 -1.660 -0.308
N 0.336 1.069 1.154
H 0.615 0.184 0.608
N 1.343 -0.661 -2.181
H -1.690 1.295 0.518
N -1.410 1.778 2.580
C -0.917 1.238 1.346
H 1.436 0.273 -1.959
N 0.151 -2.742 -1.773
H -0.619 -2.857 -1.193
H -2.086 2.539 2.619
H -0.560 1.914 3.157
*
```

These are the Mulliken partial charges, in e, on atoms 1 to 4: 0.230 0.149 0.335 -0.670

Entry from the Open Molecules 2025 dataset: a molecular structure, C2H8N4 (ωB97M-V/def2-TZVPD).

For the LUMO energy, the calculation gives 0.008 hartree. The value obtained for the total energy is -8159.564 eV. For the gap between HOMO and LUMO, the calculation gives 6.643 eV. The calculation puts the energy above the lowest of the compared OMol25 structures with the same formula, charge and spin at 452.32 kJ/mol. For the HOMO energy, the calculation gives -6.429 eV.

The geometry in ORCA input format:
```
! RIJCOSX wB97M-V def2-TZVPD def2/J DEFGRID3
* xyz 0 1
H 1.763 -1.752 1.096
H -2.596 -0.836 -0.600
C -1.771 -0.147 -0.735
H 2.412 1.464 -0.106
C 0.725 -0.167 0.499
N 0.490 0.983 -0.055
H 1.371 2.667 -0.669
N -0.782 -0.922 0.722
H -1.248 -0.306 -1.668
H -2.019 0.889 -0.545
H -1.103 -0.736 1.669
H -0.540 -1.879 0.490
N 1.750 -0.929 0.510
N 1.549 1.671 -0.611
*
```

These are the Mulliken partial charges, in e, on atoms 1 to 4: 0.176 0.312 -0.537 0.207

Entry from the Open Molecules 2025 dataset: 2 unconnected molecules or ions with the total composition C2H8N4 (ωB97M-V/def2-TZVPD).

Its structure (SMILES) is NC#CN.NN. For the LUMO energy, the calculation gives 0.033 hartree. The value obtained for the total energy is -8161.021 eV. For the gap between HOMO and LUMO, the calculation gives 9.057 eV. The calculation puts the energy above the lowest of the compared OMol25 structures with the same formula, charge and spin at 311.74 kJ/mol. For the HOMO energy, the calculation gives -8.164 eV.

The geometry in ORCA input format:
```
! RIJCOSX wB97M-V def2-TZVPD def2/J DEFGRID3
* xyz 0 1
H 1.032 -1.285 0.437
H -0.330 2.521 -2.336
C 0.848 -0.111 -1.142
H -1.872 -1.595 1.859
H -0.046 -0.663 3.042
N 1.047 -1.321 -0.578
C 0.697 0.954 -1.682
H 0.409 -2.025 -0.928
H 0.064 0.448 1.859
N -1.641 -0.602 1.827
H 1.164 2.303 -3.060
N -0.192 -0.519 2.043
N 0.623 2.199 -2.210
H -1.803 -0.304 0.869
*
```

These are the Mulliken partial charges, in e, on atoms 1 to 4: 0.376 0.254 -0.132 0.226

Entry from the Open Molecules 2025 dataset: 2 unconnected molecules or ions with the total composition C2H8N4 (ωB97M-V/def2-TZVPD).

Its structure (SMILES) is [H]/N=C/N.[H]/N=C/N. For the LUMO energy, the calculation gives 0.037 hartree. The value obtained for the total energy is -8162.119 eV. For the gap between HOMO and LUMO, the calculation gives 9.739 eV. The calculation puts the energy above the lowest of the compared OMol25 structures with the same formula, charge and spin at 205.74 kJ/mol. For the HOMO energy, the calculation gives -8.719 eV.

The geometry in ORCA input format:
```
! RIJCOSX wB97M-V def2-TZVPD def2/J DEFGRID3
* xyz 0 1
H 1.122 -2.079 -0.988
N -0.951 1.008 0.373
N 1.404 1.244 -1.125
H -2.188 0.513 2.121
H 2.302 1.717 -1.083
N 0.810 -1.100 -0.674
H 0.056 -1.092 0.085
H -2.194 -1.571 1.512
C -1.441 0.131 1.326
H 0.064 1.139 0.044
C 1.557 -0.035 -1.178
H -1.596 1.712 0.089
H 2.379 -0.380 -1.728
N -1.323 -1.206 1.228
*
```

These are the Mulliken partial charges, in e, on atoms 1 to 4: 0.239 -0.453 -0.675 0.318

Entry from the Open Molecules 2025 dataset: a gas-phase ion, C2H8N4O (charge +2) (ωB97M-V/def2-TZVPD).

Its structure (SMILES) is NC(=[NH2+])N(O)C=[NH2+]. For the LUMO energy, the calculation gives -0.303 hartree. The value obtained for the total energy is -10191.673 eV. For the gap between HOMO and LUMO, the calculation gives 11.874 eV. The calculation puts the energy above the lowest of the compared OMol25 structures with the same formula, charge and spin at 107.98 kJ/mol. For the HOMO energy, the calculation gives -20.109 eV.

The geometry in ORCA input format:
```
! RIJCOSX wB97M-V def2-TZVPD def2/J DEFGRID3
* xyz 2 1
N 2.070 0.219 0.241
H 1.678 0.642 1.139
H 1.860 -1.442 -2.083
N -2.249 0.955 0.692
H -3.087 1.406 0.466
H -1.594 0.400 -1.234
H 3.076 0.304 -0.020
O -0.043 0.168 1.743
H -0.318 -0.614 2.249
N -0.244 0.016 0.374
C -1.344 0.525 -0.136
N 1.017 -1.142 -1.439
H -1.796 1.115 1.716
H 0.133 -1.634 -1.669
C 1.164 -0.319 -0.467
*
```

These are the Mulliken partial charges, in e, on atoms 1 to 4: -0.214 0.335 0.331 -0.273

Entry from the Open Molecules 2025 dataset: 2 unconnected molecules or ions with the total composition C2H8N4O (ωB97M-V/def2-TZVPD).

For the LUMO energy (alpha / beta), the calculation gives -0.406 / -0.406 hartree. The value obtained for the total energy is -10188.400 eV. For the gap between HOMO and LUMO (alpha / beta), the calculation gives 8.370 / 8.371 eV. The calculation puts the energy above the lowest of the compared OMol25 structures with the same formula, charge and spin at 423.73 kJ/mol. For the HOMO energy (alpha / beta), the calculation gives -19.422 / -19.422 eV.

The geometry in ORCA input format:
```
! RIJCOSX wB97M-V def2-TZVPD def2/J DEFGRID3
* xyz 2 1
H -0.814 3.500 1.632
H -1.508 -3.090 -0.539
H 0.214 -2.935 0.120
H -0.211 2.516 3.081
N -0.641 -2.491 -0.305
O 1.015 -0.332 -2.059
N -0.066 1.687 1.154
H 0.437 -1.035 -2.459
N -0.672 -1.155 -0.183
N 0.323 -0.480 0.214
H 1.374 0.180 -2.830
H 1.656 0.981 0.346
C -0.291 2.627 1.896
C 0.639 0.771 0.644
H -1.454 -0.746 -0.710
*
```

These are the Mulliken partial charges, in e, on atoms 1 to 4: 0.321 0.358 0.339 0.288

Entry from the Open Molecules 2025 dataset: a gas-phase ion, C2H8N5 (charge +1) (ωB97M-V/def2-TZVPD).

Its structure (SMILES) is [H]/N=[N+](\N)NCN=C. For the LUMO energy, the calculation gives -0.175 hartree. The value obtained for the total energy is -9642.704 eV. For the gap between HOMO and LUMO, the calculation gives 9.647 eV. The calculation puts the energy above the lowest of the compared OMol25 structures with the same formula, charge and spin at 509.04 kJ/mol. For the HOMO energy, the calculation gives -14.398 eV.

The geometry in ORCA input format:
```
! RIJCOSX wB97M-V def2-TZVPD def2/J DEFGRID3
* xyz 1 1
H -0.548 1.426 -0.894
C 0.717 -0.583 -0.503
N -0.574 -0.775 0.168
H 3.382 -0.986 0.371
N 1.530 0.327 0.311
H -2.257 1.872 -0.593
N -2.706 -0.379 0.514
C 2.757 -0.073 0.533
H 1.192 -1.508 -0.672
N -1.396 1.276 -0.339
H -3.545 0.155 0.305
H 0.350 -0.004 -1.303
H -0.591 -1.474 0.917
N -1.599 0.058 0.068
H 3.286 0.668 1.115
*
```

These are the Mulliken partial charges, in e, on atoms 1 to 4: 0.242 -0.522 -0.294 0.224